No. 1
This record from the Open Molecules 2025 dataset describes a structure of composition C45H39F4N11NiO4 at a distorted geometry. The level of theory is the ωB97M-V functional and the def2-TZVPD basis.

Output
Energy above the lowest of the compared OMol25 structures with the same formula, charge and spin (kJ/mol): 321.0
Spin multiplicity: 3
Expectation value of S²: 2.07
Max |F| (Eh/bohr): 0.0655
Total charge: 0

Last column: Löwdin charge in e.
Atoms and positions in Å:
Ni1 4.77809 -0.35893 23.23229  0.254
C1 11.15093 -5.63328 20.19159  -0.076
C2 9.86819 -5.99284 20.92320  -0.186
N1 8.77364 -4.98843 20.80091  -0.036
C3 8.28900 -4.39828 21.92602  0.032
C4 7.30964 -3.35046 21.90204  0.021
C5 6.95691 -2.71409 23.31284  -0.570
O1 7.48866 -3.34881 24.22206  -0.017
O2 6.25304 -1.66938 23.48563  -0.083
C6 6.75242 -3.08558 20.65823  -0.135
O3 5.57242 -2.32229 20.61104  0.053
C7 7.22753 -3.62663 19.44210  -0.039
C8 6.58282 -3.49210 18.15027  0.064
C9 6.86753 -4.37559 17.15743  -0.199
F1 6.44074 -4.17474 15.88364  0.020
C10 7.69901 -5.54467 17.31598  -0.158
C11 8.33358 -5.63374 18.56435  0.005
C12 8.15808 -4.71499 19.57383  -0.128
N2 7.77596 -6.61151 16.40387  -0.110
C13 9.05373 -7.25390 16.22738  -0.137
C14 8.97879 -8.58210 15.44475  -0.074
N3 7.61441 -8.98625 14.95583  0.047
C15 6.61577 -7.92117 14.64687  -0.097
C16 6.90229 -6.56598 15.26173  -0.159
H1 11.82396 -6.49852 20.20118  0.074
H2 11.66389 -4.72753 20.63005  0.103
H3 10.96875 -5.42482 19.13047  0.060
H4 10.03182 -6.07040 21.97163  0.106
H5 9.44753 -6.94442 20.54160  0.111
H6 8.67493 -4.68784 22.88026  0.117
H7 5.93223 -2.63384 18.05544  0.131
H8 8.85394 -6.58073 18.79003  0.093
H9 9.42661 -7.52778 17.21140  0.105
H10 9.86000 -6.62041 15.74935  0.149
H11 9.33580 -9.43426 15.99983  0.126
H12 9.59993 -8.47604 14.54923  0.132
H13 7.17758 -9.63133 15.70207  0.218
H14 7.69944 -9.57002 14.11914  0.176
H15 5.58499 -8.31171 14.96364  0.162
H16 6.58565 -7.77327 13.58357  0.122
H17 5.91446 -6.10127 15.54188  0.155
H18 7.36420 -5.88209 14.52014  0.138
C17 -0.04999 -2.37642 21.69364  -0.079
N4 1.25412 -2.27630 22.32956  -0.139
C18 2.22462 -1.30207 22.30349  -0.116
N5 3.23372 -1.65646 23.05248  0.037
C19 2.88040 -2.92638 23.54642  -0.107
N6 1.68630 -3.35529 23.04330  0.102
C20 -1.18452 -2.73380 22.68696  -0.173
C21 -2.23280 -3.57294 22.29813  -0.031
C22 -3.16614 -4.09487 23.23893  -0.058
C23 -2.97855 -3.80322 24.58525  -0.012
C24 -1.96611 -2.87705 24.94980  -0.161
C25 -1.09469 -2.34857 24.03197  0.029
C26 -1.73781 -2.63862 26.33120  -0.276
N7 -2.41370 -3.11402 27.32370  0.119
N8 -1.71284 -2.72392 28.50474  0.108
C27 -0.68247 -2.02079 28.16418  -0.250
O4 -0.57954 -1.92361 26.74115  0.078
C28 0.42860 -1.54052 28.95864  -0.152
C29 0.25953 -1.58942 30.36335  -0.008
C30 1.23894 -0.95255 31.12377  -0.059
C31 2.37145 -0.42419 30.48945  -0.058
C32 2.57021 -0.55978 29.14775  -0.204
C33 3.93786 -0.17204 28.60227  -0.071
N9 3.93614 0.13075 27.14249  -0.134
C34 4.87136 -0.17893 26.16391  -0.071
N10 4.62035 0.53214 25.06698  0.032
C35 3.57398 1.32898 25.40655  -0.158
N11 3.11330 1.12608 26.66409  0.096
C36 1.54866 -1.04246 28.32145  0.044
H19 0.01228 -3.26725 21.06951  0.106
H20 -0.26841 -1.45440 21.07147  0.152
H21 2.15137 -0.36028 21.75345  0.129
H22 3.45910 -3.60013 24.15410  0.106
H23 -2.39136 -3.88664 21.27076  0.107
H24 -4.01433 -4.70178 22.97138  0.096
H25 -3.61239 -4.24983 25.33650  0.107
H26 -0.32543 -1.69912 24.43057  0.128
H27 -0.60390 -2.05055 30.76031  0.097
H28 1.11743 -0.82813 32.21956  0.114
H29 3.11800 0.08145 31.11312  0.119
H30 4.64738 -0.97827 28.72277  0.123
H31 4.33351 0.76291 29.11356  0.145
H32 5.67738 -0.85803 26.28080  0.123
H33 3.17780 2.00715 24.65493  0.106
H34 1.54146 -0.93821 27.23102  0.126
F2 6.68988 1.66732 23.06839  0.079
C37 6.03148 0.63364 22.56770  -0.295
F3 3.51700 0.94120 22.64386  -0.510
F4 6.67097 0.34085 21.47553  0.097
C38 4.51921 -2.93488 20.16952  -0.092
C39 3.51751 -3.49591 19.71290  0.050
C40 2.36676 -4.08912 19.08580  -0.231
C41 1.69443 -3.50192 17.99576  -0.032
C42 0.72683 -4.24572 17.28840  -0.102
C43 0.43946 -5.54891 17.63820  -0.097
C44 1.08724 -6.12942 18.76012  -0.094
C45 2.04249 -5.43879 19.45965  -0.040
H35 1.92457 -2.49147 17.62962  0.118
H36 0.21384 -3.77665 16.47931  0.089
H37 -0.30405 -6.11753 17.09033  0.094
H38 0.92682 -7.15056 18.93935  0.079
H39 2.48386 -5.89118 20.33454  0.112

Forces on atoms 1 to 2 (eV/Å):
Ni -0.734 -1.056 -0.248
C 0.440 0.755 -0.114

***

No. 2
This record from the Open Molecules 2025 dataset describes a structure of composition C45H40AsCsN3O4 at a distorted geometry. The level of theory is the ωB97M-V functional and the def2-TZVPD basis.

Output
Energy above the lowest of the compared OMol25 structures with the same formula, charge and spin (kJ/mol): 141.0
Max |F| (Eh/bohr): 0.0408
Total charge: -1

Last column: Löwdin charge in e.
Atoms and positions in Å:
Cs1 0.60364 1.77045 0.02821  1.616
O1 3.48681 -1.47271 -3.86894  0.025
C1 2.41841 -2.24080 -3.58620  -0.282
C2 2.19070 -3.37686 -4.36437  -0.032
C3 1.09755 -4.19325 -4.12454  -0.112
C4 0.21264 -3.88396 -3.09334  -0.113
C5 0.45376 -2.76218 -2.31324  -0.044
C6 1.54700 -1.92905 -2.53178  -0.068
C7 1.77591 -0.78432 -1.58401  -0.500
O2 1.03019 -0.72559 -0.55659  -0.350
N1 2.73120 0.02859 -1.96043  0.015
N2 3.25075 1.00345 -1.12060  -0.015
C8 3.03475 2.22823 -1.42281  -0.257
C9 2.15601 2.79126 -2.46779  -0.222
C10 2.27836 2.37176 -3.79772  -0.061
C11 1.51804 2.92458 -4.81406  -0.130
C12 0.59195 3.92343 -4.48429  -0.129
C13 0.43299 4.34203 -3.17971  -0.053
C14 1.18746 3.79626 -2.09395  -0.541
O3 0.96553 4.12345 -0.87706  -0.378
H1 3.40831 -0.69549 -3.22635  0.054
H2 2.89178 -3.58995 -5.16251  0.106
H3 0.93453 -5.06765 -4.74343  0.089
H4 -0.64689 -4.51341 -2.89861  0.085
H5 -0.19562 -2.50604 -1.48399  0.102
H6 3.48104 2.93765 -0.72997  0.112
H7 2.99463 1.59620 -4.03861  0.101
H8 1.64017 2.58777 -5.83530  0.081
H9 -0.01387 4.37638 -5.26288  0.086
H10 -0.29153 5.11267 -2.93428  0.096
C15 -4.20159 3.46406 1.82153  -0.045
C16 -2.98178 3.34035 2.70074  -0.277
C17 -1.71899 3.61540 2.18275  -0.067
C18 -0.58105 3.46944 2.96142  -0.100
C19 -0.68917 3.05695 4.28355  -0.094
C20 -1.94293 2.79172 4.81566  -0.093
C21 -3.08110 2.93030 4.02565  -0.060
H11 -4.09797 2.83865 0.93193  0.066
H12 -4.33498 4.49336 1.48181  0.081
H13 -5.10325 3.16222 2.35426  0.070
H14 -1.61970 3.91572 1.14451  0.100
H15 0.39568 3.64158 2.52676  0.096
H16 0.19809 2.92402 4.88959  0.103
H17 -2.04125 2.46134 5.84254  0.096
H18 -4.05358 2.70307 4.44804  0.102
O4 1.44002 0.60007 2.12195  -0.710
As1 1.24025 -1.01429 2.11975  1.151
C22 1.43550 -1.64085 3.95472  -0.272
C23 0.81131 -0.85853 4.93023  -0.085
C24 0.88370 -1.21697 6.26872  -0.086
C25 1.58588 -2.35838 6.63876  -0.101
C26 2.21444 -3.13264 5.67426  -0.093
C27 2.14137 -2.77480 4.33293  -0.091
C28 -0.58273 -1.58305 1.79487  -0.263
C29 -0.92317 -2.90155 2.10203  -0.101
C30 -2.23981 -3.33055 2.03425  -0.084
C31 -3.24253 -2.43007 1.69896  -0.088
C32 -2.91796 -1.10882 1.42669  -0.084
C33 -1.59535 -0.68536 1.46531  -0.099
C34 2.54754 -2.07668 1.17819  -0.306
C35 3.78678 -1.48916 0.95366  -0.091
C36 4.74762 -2.16919 0.22027  -0.069
C37 4.47165 -3.43081 -0.28726  -0.082
C38 3.23073 -4.01657 -0.06639  -0.078
C39 2.26552 -3.34009 0.66532  -0.098
H19 0.28749 0.03861 4.61756  0.094
H20 0.39899 -0.60706 7.02072  0.098
H21 1.65049 -2.64318 7.68168  0.096
H22 2.76982 -4.01522 5.96658  0.098
H23 2.64383 -3.37218 3.58001  0.098
H24 -0.15496 -3.59367 2.42706  0.095
H25 -2.48412 -4.36033 2.26291  0.100
H26 -4.27462 -2.75594 1.65992  0.098
H27 -3.69522 -0.40094 1.16688  0.104
H28 -1.41019 0.35282 1.22646  0.033
H29 3.95930 -0.47597 1.29487  0.104
H30 5.69981 -1.70102 0.00708  0.105
H31 5.20926 -3.94806 -0.88785  0.100
H32 2.99875 -4.98055 -0.50121  0.104
H33 1.27771 -3.76675 0.77877  0.092
C40 -4.35477 1.55825 -5.00360  -0.047
C41 -3.64328 1.46730 -3.67824  -0.270
C42 -3.31606 0.24302 -3.11420  -0.021
C43 -2.65405 0.21032 -1.89612  -0.126
N3 -2.30932 1.31135 -1.23068  0.022
C44 -2.62197 2.49039 -1.77279  -0.147
C45 -3.28411 2.61244 -2.98172  -0.025
H34 -4.31666 0.60826 -5.53491  0.074
H35 -3.90254 2.32641 -5.63154  0.080
H36 -5.40365 1.82563 -4.85844  0.081
H37 -3.55099 -0.67883 -3.63265  0.110
H38 -2.35743 -0.73090 -1.44586  0.102
H39 -2.28469 3.37032 -1.23436  0.101
H40 -3.49027 3.59266 -3.39512  0.115

Forces on atoms 1 to 2 (eV/Å):
Cs -1.958 0.725 0.223
O -0.179 -0.243 -0.158

***

No. 3
This record from the Open Molecules 2025 dataset describes a structure of composition C45H40Br2N11O3SSiTi at a distorted geometry. The level of theory is the ωB97M-V functional and the def2-TZVPD basis.

Output
Energy above the lowest of the compared OMol25 structures with the same formula, charge and spin (kJ/mol): 238.4
Spin multiplicity: 2
Expectation value of S²: 0.80
Max |F| (Eh/bohr): 0.0309
Total charge: -2

Last column: Löwdin charge in e.
Atoms and positions in Å:
Ti1 -0.19585 0.32973 0.57327  0.993
C1 1.49173 1.47984 -5.33494  -0.097
C2 0.15616 1.52606 -4.60156  -0.260
N1 0.24209 2.15857 -3.29485  -0.028
C3 0.82503 1.51612 -2.22246  -0.874
S1 1.38936 2.45126 -0.90288  0.680
N2 0.90670 0.21857 -2.33903  -0.027
N3 1.20643 -0.47770 -1.18549  0.001
C4 1.84648 -1.56701 -1.41846  -0.252
C5 2.21556 -1.97196 -2.82029  -0.027
C6 2.30753 -2.45045 -0.31353  -0.232
C7 2.21026 -3.83836 -0.42088  -0.059
C8 2.70751 -4.62548 0.59955  -0.080
C9 3.28903 -4.01375 1.70158  -0.062
C10 3.35089 -2.62964 1.71645  -0.126
N4 2.89333 -1.86809 0.72642  0.131
H1 1.38827 0.98113 -6.30306  0.064
H2 2.22130 0.93185 -4.73612  0.057
H3 1.87739 2.48850 -5.50606  0.064
H4 -0.21592 0.51437 -4.44790  0.097
H5 -0.58673 2.06917 -5.18820  0.108
H6 0.42751 3.14903 -3.27681  0.094
H7 2.90902 -1.23805 -3.23710  0.080
H8 1.32849 -1.95614 -3.45638  0.063
H9 2.68981 -2.95269 -2.83963  0.067
H10 1.70170 -4.28702 -1.26489  0.110
H11 2.62920 -5.70426 0.54266  0.104
H12 3.68227 -4.59120 2.52866  0.096
H13 3.78623 -2.09664 2.55722  0.111
Br1 -5.74025 -6.44980 -1.64690  0.642
C11 -5.87186 -4.79924 -2.59654  -0.715
C12 -5.99047 -4.81159 -3.97665  -0.159
C13 -6.03720 -3.60931 -4.66547  -0.059
C14 -5.93070 -2.37459 -4.00476  -0.336
C15 -5.85835 -2.40250 -2.59787  -0.026
C16 -5.82331 -3.59921 -1.90242  -0.137
N5 -6.01209 -1.22150 -4.77658  -0.021
N6 -5.48310 -0.08577 -4.35486  -0.002
C17 -4.34317 -0.00363 -3.61654  -0.280
C18 -4.18014 1.14208 -2.82119  -0.036
C19 -3.18435 1.21891 -1.86153  -0.006
C20 -2.30142 0.17922 -1.64979  -0.262
O1 -1.41989 0.26171 -0.61187  -0.202
C21 -2.29128 -0.92478 -2.53733  -0.157
N7 -1.36032 -1.89945 -2.38387  0.134
C22 -1.27843 -2.83169 -3.30132  -0.163
C23 -2.04822 -2.84391 -4.47463  -0.061
C24 -3.03626 -1.90105 -4.60259  -0.024
C25 -3.24574 -0.95582 -3.58987  -0.096
H14 -6.03733 -5.75344 -4.50828  0.087
H15 -6.11785 -3.59918 -5.74704  0.099
H16 -5.81514 -1.46947 -2.05008  0.114
H17 -5.74498 -3.59878 -0.82314  0.091
H18 -4.92385 1.92394 -2.90524  0.101
H19 -3.10080 2.09893 -1.23617  0.111
H20 -0.55328 -3.62425 -3.11573  0.098
H21 -1.87644 -3.58860 -5.24166  0.092
H22 -3.66708 -1.88026 -5.48191  0.112
N8 -1.64723 0.29729 2.42744  0.152
C26 -1.90446 0.42318 3.54781  -0.132
C27 -2.19388 0.57127 4.90982  -0.260
C28 -2.81678 1.76178 5.38128  -0.258
N9 -3.32978 2.72147 5.77076  0.103
C29 -1.88050 -0.47739 5.81495  -0.269
N10 -1.62255 -1.33384 6.54882  0.104
C30 -1.36452 -3.64717 3.11152  -0.177
Si1 -1.22308 -2.66876 1.52375  0.427
C31 -0.86114 -3.91502 0.18601  -0.164
C32 -2.96163 -2.07707 1.18233  -0.161
N11 0.02093 -1.42544 1.47414  -0.151
C33 0.86731 -0.95716 2.48342  -0.388
C34 1.72854 0.11277 2.16306  -0.130
C35 2.56816 0.69502 3.09278  -0.061
C36 2.60662 0.21342 4.39122  -0.103
C37 1.78076 -0.85352 4.73115  -0.089
C38 0.93137 -1.42919 3.80307  -0.045
H23 -2.17083 -4.37379 2.96574  0.037
H24 -1.62437 -3.02991 3.97692  0.017
H25 -0.44831 -4.19990 3.34485  0.030
H26 -1.76162 -4.50153 -0.02919  0.040
H27 -0.05949 -4.60475 0.47086  0.015
H28 -0.57701 -3.38863 -0.72575  -0.006
H29 -3.54220 -2.93236 0.81873  0.029
H30 -3.00161 -1.30565 0.41335  0.014
H31 -3.44805 -1.67788 2.07396  0.029
H32 1.80433 0.48312 1.13607  0.045
H33 3.19458 1.52473 2.79032  0.115
H34 3.25826 0.66771 5.12635  0.090
H35 1.77851 -1.23726 5.74431  0.099
H36 0.29702 -2.24602 4.10952  0.070
Br2 -5.66056 2.79271 1.30822  0.712
C39 -4.09194 3.76550 1.76201  -0.667
C40 -4.20983 5.03326 2.30360  -0.135
C41 -3.05093 5.73695 2.61160  -0.077
C42 -1.80624 5.16552 2.40309  -0.016
C43 -1.70732 3.88091 1.88466  -0.108
C44 -2.85698 3.18135 1.54617  -0.073
C45 -0.34802 3.25489 1.76869  -0.567
O2 0.64349 3.84860 2.14002  0.068
O3 -0.33365 2.05391 1.27575  -0.274
H37 -5.18801 5.45361 2.49447  0.093
H38 -3.12715 6.73271 3.03066  0.097
H39 -0.89252 5.68951 2.64608  0.114
H40 -2.78788 2.18410 1.13615  0.084

Forces on atoms 1 to 2 (eV/Å):
Ti 0.622 0.383 0.726
C 0.041 -0.008 0.006

***

Which of these has the highest total charge? C45H39F4N11NiO4